No. 1
{
  "formula": "C4H6NOS",
  "method": "ωB97M-V with the def2-TZVPD basis set",
  "elements": ["C", "C", "C", "C", "N", "O", "S", "H", "H", "H", "H", "H", "H"],
  "coordinates": [[-2.1085, -0.7218, 2.8257], [-0.9870, 0.2501, -0.9604], [-0.1158, -0.5526, 0.0600], [-1.0350, 1.2365, 0.2231], [-0.0125, 0.5302, 1.0063], [-2.9568, -0.3276, 2.0997], [-1.1170, -1.3622, 3.8567], [-0.4592, 0.8403, -1.8193], [-1.8615, -0.2781, -1.2708], [-0.5557, -1.4578, 0.5284], [0.8917, -0.8591, -0.2323], [-0.7123, 2.2449, -0.1294], [-2.0441, 1.2198, 0.5649]],
  "relative_energy_kcal_mol": 70.5,
  "gap_ev": 4.312,
  "e_lumo_ev": 3.252,
  "e_homo_ev": -1.06,
  "mol_weight_g_mol": 116.16,
  "charge": -1,
  "spin_multiplicity": 1
}


No. 2
{
  "formula": "C13H17ClINO2PTi",
  "method": "ωB97M-V with the def2-TZVPD basis set",
  "elements": ["C", "C", "H", "H", "H", "O", "I", "Ti", "P", "C", "C", "H", "H", "H", "C", "H", "H", "H", "H", "H", "H", "C", "O", "Cl", "N", "C", "C", "C", "C", "C", "C", "C", "H", "H", "H", "H", "H"],
  "coordinates": [[-3.6280, 2.1709, -5.1751], [-3.5881, 0.9178, -4.4232], [-4.4361, 2.1401, -5.9350], [-2.6398, 2.3203, -5.6542], [-3.8077, 2.9900, -4.4494], [-4.0223, -0.1788, -4.4104], [-2.2328, 1.4536, -2.3001], [-0.4320, 0.7877, -0.6607], [0.9669, -0.7641, -1.7115], [1.1003, -2.5179, -1.3117], [0.7840, -0.7642, -3.5256], [2.6264, 0.9420, -1.3513], [3.3028, -0.4075, -2.3084], [3.0686, -0.5929, -0.5393], [2.6590, -0.1489, -1.4565], [0.4904, 0.2275, -3.8919], [1.7629, -1.0246, -3.9531], [1.7067, -3.0058, -2.0904], [0.1102, -2.9879, -1.2746], [0.0269, -1.4942, -3.8443], [1.5978, -2.6406, -0.3406], [-1.7675, -1.1095, -0.4838], [-2.5669, -1.8749, -0.7966], [0.6759, 2.7333, -0.7274], [-0.1983, 0.3798, 1.3132], [0.2139, 0.2079, 2.4024], [0.4836, 0.1266, 3.7712], [-0.5991, 0.3183, 4.6505], [-0.3591, 0.4673, 6.0127], [0.9468, 0.3296, 6.5041], [2.0158, 0.0561, 5.6374], [1.7823, -0.0956, 4.2736], [-1.6054, 0.3603, 4.2373], [-1.1911, 0.6960, 6.6800], [1.1494, 0.4046, 7.5731], [3.0451, -0.0406, 5.9965], [2.5586, -0.3818, 3.5633]],
  "relative_energy_kcal_mol": 12.5,
  "gap_ev": 5.287,
  "e_lumo_ev": -12.518,
  "e_homo_ev": -17.80,
  "mol_weight_g_mol": 460.48,
  "charge": 3,
  "spin_multiplicity": 1
}


No. 3
{
  "formula": "C3H12NS",
  "method": "ωB97M-V with the def2-TZVPD basis set",
  "elements": ["C", "N", "H", "H", "H", "H", "H", "H", "C", "C", "S", "H", "H", "H", "H", "H", "H"],
  "coordinates": [[3.7484, -0.8194, 0.4438], [2.3126, -0.4397, 0.2320], [4.1198, -1.2468, -0.4822], [4.3140, 0.0687, 0.7179], [3.7667, -1.6036, 1.1871], [1.9955, 0.1846, 0.9899], [1.6485, -1.2109, 0.1475], [2.1871, 0.1521, -0.5975], [-3.6195, 0.8758, 0.2131], [-2.5518, 0.1782, -0.6255], [-0.8247, 0.3678, 0.0712], [-3.3543, 1.9322, 0.3401], [-3.7063, 0.4496, 1.1995], [-4.5257, 0.8312, -0.3953], [-2.7398, -0.8850, -0.7066], [-2.4786, 0.6694, -1.5879], [-0.2922, 0.4959, -1.1471]],
  "relative_energy_kcal_mol": 11.3,
  "gap_ev": 9.093,
  "e_lumo_ev": -3.774,
  "e_homo_ev": -12.87,
  "mol_weight_g_mol": 94.20,
  "charge": 1,
  "spin_multiplicity": 1
}